A 7-piece molecular cluster, C28H77N7O7 overall at a distorted geometry, computed with ωB97M-V/def2-TZVPD.

Output
F_max = 10.4 eV/Å
charge = 0
calculated total energy = -2022.2582 Eh
frontier orbital gap = 9.11 eV
energy relative to the best compared isomer or geometry (same formula, charge and spin) = 16.687 eV
E_LUMO = 0.47 eV
SMILES string = COC[C@H](C)N.COC[C@H](C)N.COC[C@H](C)N.COC[C@H](C)N.COC[C@H](C)N.COC[C@H](C)N.COC[C@H](C)N

Last columns: bonded neighbours and bond lengths (Å).
Atoms and positions in Å:
1 C -6.48603 -0.52239 -0.43123  C2 1.573, H7 1.248, H8 1.161, H9 0.992
2 C -6.35603 -0.28239 1.11777  C1 1.573, C3 1.494, N6 1.479, H10 1.196
3 C -5.69903 -1.44239 1.79277  C2 1.494, O4 1.518, H11 1.084, H12 0.937
4 O -6.60803 -2.65539 1.71877  C3 1.518, C5 1.410
5 C -6.01403 -3.78039 2.32777  O4 1.410, H13 1.127, H14 1.105, H15 1.084
6 N -5.61003 0.96061 1.41077  C2 1.479, H16 1.198, H17 1.066
7 H -7.39603 -1.27539 -0.83423  C1 1.248
8 H -5.52303 -0.79039 -1.02123  C1 1.161
9 H -6.99503 0.22861 -0.83123  C1 0.992
10 H -7.32603 0.17861 1.64477  C2 1.196
11 H -5.73603 -1.15039 2.83577  C3 1.084
12 H -4.86303 -1.72939 1.48077  C3 0.937
13 H -6.66903 -4.69639 2.28877  C5 1.127
14 H -5.93403 -3.59839 3.41477  C5 1.105
15 H -5.16703 -3.89939 1.66177  C5 1.084
16 H -4.49403 0.71861 1.04777  N6 1.198
17 H -5.30403 1.01461 2.43077  N6 1.066
18 C -2.04803 -1.66839 -0.51723  C19 1.475, H24 1.123, H25 1.088, H26 0.976
19 C -1.84403 -0.75239 0.62077  C18 1.475, C20 1.614, N23 1.527, H27 1.069
20 C -0.31103 -0.25239 0.69177  C19 1.614, O21 1.452, H28 1.066, H29 1.146
21 O 0.42697 -1.45139 1.04477  C20 1.452, C22 1.403
22 C 1.73197 -1.17839 1.48277  O21 1.403, H30 1.152, H31 1.049, H32 1.015
23 N -2.72703 0.48161 0.45077  C19 1.527, H33 1.038, H34 1.006
24 H -3.04403 -2.16539 -0.37123  C18 1.123
25 H -1.34103 -2.42639 -0.84823  C18 1.088
26 H -2.04303 -1.19239 -1.36923  C18 0.976
27 H -2.15903 -1.16939 1.55277  C19 1.069
28 H -0.17803 0.34461 1.56477  C20 1.066
29 H -0.08103 0.28161 -0.29623  C20 1.146
30 H 2.17997 -2.21739 1.69977  C22 1.152
31 H 1.51497 -0.48539 2.23977  C22 1.049
32 H 2.25797 -0.57439 0.85977  C22 1.015
33 H -2.73403 0.99261 1.35377  N23 1.038
34 H -2.45703 1.02761 -0.35023  N23 1.006
35 C -1.64503 3.85361 1.77977  C36 1.545, H41 1.168, H42 1.074, H43 1.062
36 C -2.16203 3.95461 3.23177  C35 1.545, C37 1.503, N40 1.448, H44 1.089
37 C -1.99003 2.70761 4.05277  C36 1.503, O38 1.383, H45 1.051, H46 1.184
38 O -2.56803 1.67161 3.34277  C37 1.383, C39 1.569
39 C -2.20903 0.29961 4.01377  O38 1.569, H47 1.297, H48 1.076, H49 0.989
40 N -1.45103 5.07661 3.80777  C36 1.448, H50 0.983, H51 1.055
41 H -2.46103 3.14461 1.33677  C35 1.168
42 H -0.74903 3.26261 1.82477  C35 1.074
43 H -1.54203 4.74561 1.21277  C35 1.062
44 H -3.12703 4.37561 2.95277  C36 1.089
45 H -2.50803 2.91961 4.94177  C37 1.051
46 H -0.88703 2.28661 3.96477  C37 1.184
47 H -0.97503 -0.08939 4.09877  C39 1.297
48 H -2.75203 -0.43239 3.44177  C39 1.076
49 H -2.46603 0.29661 4.96877  C39 0.989
50 H -1.57603 5.94361 3.36277  N40 0.983
51 H -1.99503 5.06161 4.71177  N40 1.055
52 C 2.11797 -2.62739 -2.48723  C53 1.532, H58 0.985, H59 1.000, H60 1.087
53 C 2.11297 -1.82839 -3.79423  C52 1.532, C54 1.493, N57 1.451, H61 1.144
54 C 0.75897 -1.37639 -4.23023  C53 1.493, O55 1.474, H62 1.071, H63 1.149
55 O -0.10903 -2.56439 -4.31523  C54 1.474, C56 1.418
56 C -1.48803 -2.24439 -4.40223  O55 1.418, H64 1.142, H65 0.931, H66 1.063
57 N 3.09897 -0.76439 -3.83123  C53 1.451, H67 1.031, H68 1.118
58 H 3.00597 -3.02139 -2.32623  C52 0.985
59 H 1.36697 -3.28039 -2.58723  C52 1.000
60 H 1.90797 -1.98639 -1.63423  C52 1.087
61 H 2.52697 -2.42439 -4.67923  C53 1.144
62 H 0.56297 -0.93939 -5.18823  C54 1.071
63 H 0.19397 -0.79839 -3.41323  C54 1.149
64 H -1.72103 -1.81839 -5.43623  C56 1.142
65 H -1.75003 -1.79939 -3.62723  C56 0.931
66 H -1.93603 -3.20339 -4.49923  C56 1.063
67 H 3.19197 -0.47039 -4.81523  N57 1.031
68 H 2.48597 0.11161 -3.50523  N57 1.118
69 C 7.71797 -5.59539 4.05877  C70 1.600, H75 1.030, H76 1.198, H77 1.046
70 C 6.64197 -5.02139 3.02277  C69 1.600, C71 1.472, N74 1.481, H78 1.060
71 C 5.85897 -3.82539 3.37577  C70 1.472, O72 1.370, H79 1.054, H80 1.244
72 O 4.95697 -4.11939 4.36477  C71 1.370, C73 1.507
73 C 4.05597 -3.00039 4.81877  O72 1.507, H81 1.102, H82 0.959, H83 1.038
74 N 7.41897 -4.67739 1.80977  C70 1.481, H84 1.026, H85 1.039
75 H 8.54297 -4.99739 4.20777  C69 1.030
76 H 7.98697 -6.63339 3.52377  C69 1.198
77 H 7.19297 -6.07439 4.82577  C69 1.046
78 H 6.05197 -5.89239 3.15277  C70 1.060
79 H 5.27497 -3.45739 2.57877  C71 1.054
80 H 6.81597 -3.04239 3.51577  C71 1.244
81 H 3.36897 -3.51039 5.51377  C73 1.102
82 H 3.68797 -2.44339 4.12977  C73 0.959
83 H 4.43897 -2.34739 5.52877  C73 1.038
84 H 7.85497 -5.52039 1.42077  N74 1.026
85 H 6.72797 -4.38939 1.08877  N74 1.039
86 C 4.08297 2.15061 -1.17523  C87 1.521, H92 1.173, H93 1.050, H94 1.145
87 C 5.28497 2.89661 -0.61523  C86 1.521, C88 1.620, N91 1.492, H95 1.100
88 C 6.02597 3.81561 -1.72523  C87 1.620, O89 1.452, H96 0.989, H97 1.209
89 O 6.98497 2.93961 -2.37423  C88 1.452, C90 1.358
90 C 7.62997 3.57861 -3.38423  O89 1.358, H98 0.989, H99 1.211, H100 1.041
91 N 4.85597 3.64561 0.60177  C87 1.492, H101 1.015, H102 0.920
92 H 4.15397 1.45861 -2.11923  C86 1.173
93 H 3.46397 2.97561 -1.37123  C86 1.050
94 H 3.68997 1.61161 -0.24423  C86 1.145
95 H 5.96197 2.06361 -0.37423  C87 1.100
96 H 6.42297 4.67161 -1.42923  C88 0.989
97 H 5.35497 4.15861 -2.67123  C88 1.209
98 H 8.12197 2.83161 -3.80723  C90 0.989
99 H 8.61097 4.24761 -3.14523  C90 1.211
100 H 7.02197 3.98561 -4.12523  C90 1.041
101 H 4.29197 4.38361 0.19277  N91 1.015
102 H 5.68497 3.97361 0.82977  N91 0.920
103 C -2.72003 0.93661 -2.77423  C104 1.531, H109 1.117, H110 1.043, H111 1.201
104 C -3.29603 2.35461 -2.75323  C103 1.531, C105 1.442, N108 1.434, H112 1.190
105 C -4.62603 2.51461 -3.28723  C104 1.442, O106 1.451, H113 1.192, H114 1.200
106 O -4.56303 2.15161 -4.69023  C105 1.451, C107 1.432
107 C -5.72903 1.99361 -5.50723  O106 1.432, H115 1.231, H116 1.079, H117 1.066
108 N -3.33303 2.82561 -1.39923  C104 1.434, H118 0.981, H119 1.031
109 H -3.38703 0.14761 -2.34923  C103 1.117
110 H -1.75803 1.04561 -2.38723  C103 1.043
111 H -2.44103 0.59961 -3.89323  C103 1.201
112 H -2.45703 3.00761 -3.28723  C104 1.190
113 H -4.93803 3.66261 -3.21323  C105 1.192
114 H -5.59403 1.85161 -3.03323  C105 1.200
115 H -6.21103 3.11361 -5.34123  C107 1.231
116 H -6.57303 1.40761 -5.17923  C107 1.079
117 H -5.50003 1.96261 -6.54823  C107 1.066
118 H -4.25803 2.84261 -1.07423  N108 0.981
119 H -3.08303 3.82561 -1.42123  N108 1.031

Atom charges from the Löwdin analysis, given in e for atoms 1 to 99: number 1, C, carries -0.060; number 2, C, carries -0.440; number 3, C, carries -0.155; number 4, O, carries -0.218; number 5, C, carries -0.132; number 6, N, carries -0.036; number 7, H, carries 0.138; number 8, H, carries 0.093; number 9, H, carries -0.024; number 10, H, carries 0.175; number 11, H, carries 0.120; number 12, H, carries 0.024; number 13, H, carries 0.096; number 14, H, carries 0.087; number 15, H, carries 0.082; number 16, H, carries 0.100; number 17, H, carries 0.067; number 18, C, carries -0.063; number 19, C, carries -0.346; number 20, C, carries -0.131; number 21, O, carries -0.218; number 22, C, carries -0.105; number 23, N, carries 0.049; number 24, H, carries 0.104; number 25, H, carries 0.095; number 26, H, carries -0.029; number 27, H, carries 0.100; number 28, H, carries 0.082; number 29, H, carries 0.146; number 30, H, carries 0.132; number 31, H, carries 0.058; number 32, H, carries 0.035; number 33, H, carries 0.041; number 34, H, carries 0.015; number 35, C, carries -0.058; number 36, C, carries -0.474; number 37, C, carries -0.227; number 38, O, carries -0.240; number 39, C, carries 0.003; number 40, N, carries 0.022; number 41, H, carries 0.086; number 42, H, carries 0.064; number 43, H, carries 0.062; number 44, H, carries 0.135; number 45, H, carries 0.112; number 46, H, carries 0.173; number 47, H, carries 0.171; number 48, H, carries 0.051; number 49, H, carries 0.009; number 50, H, carries 0.050; number 51, H, carries 0.094; number 52, C, carries -0.005; number 53, C, carries -0.460; number 54, C, carries -0.169; number 55, O, carries -0.215; number 56, C, carries -0.087; number 57, N, carries 0.010; number 58, H, carries 0.032; number 59, H, carries 0.035; number 60, H, carries 0.085; number 61, H, carries 0.163; number 62, H, carries 0.116; number 63, H, carries 0.138; number 64, H, carries 0.125; number 65, H, carries -0.028; number 66, H, carries 0.087; number 67, H, carries 0.070; number 68, H, carries 0.112; number 69, C, carries -0.039; number 70, C, carries -0.458; number 71, C, carries -0.292; number 72, O, carries -0.147; number 73, C, carries -0.005; number 74, N, carries 0.026; number 75, H, carries 0.038; number 76, H, carries 0.117; number 77, H, carries 0.041; number 78, H, carries 0.109; number 79, H, carries 0.098; number 80, H, carries 0.186; number 81, H, carries 0.104; number 82, H, carries 0.004; number 83, H, carries 0.061; number 84, H, carries 0.073; number 85, H, carries 0.080; number 86, C, carries -0.089; number 87, C, carries -0.404; number 88, C, carries -0.127; number 89, O, carries -0.177; number 90, C, carries -0.177; number 91, N, carries 0.066; number 92, H, carries 0.107; number 93, H, carries 0.037; number 94, H, carries 0.090; number 95, H, carries 0.134; number 96, H, carries 0.055; number 97, H, carries 0.160; number 98, H, carries 0.032; number 99, H, carries 0.145